# 1
{"formula": "C3H7N5", "method": "ωB97M-V/def2-TZVPD", "lumo_energy_ev": 1.02, "smiles": "N/N=c1/[nH]ccn1N", "spin_multiplicity": 1, "total_charge": 0, "gap_ev": 8.1, "symbols": ["C", "C", "C", "H", "H", "H", "H", "H", "H", "H", "N", "N", "N", "N", "N"], "positions_angstrom": [[0.36255, 0.57033, 0.06923], [0.72876, -0.23506, 2.09854], [-0.24692, -1.03676, 1.45628], [1.33283, 0.69628, -2.53043], [-0.46575, 1.00439, -2.91562], [1.82746, 1.28635, 1.26259], [1.06841, -0.26254, 3.17153], [-1.13713, -1.72837, 1.97545], [-2.20046, -0.44558, -0.45251], [-1.08648, -0.89679, -1.72979], [0.24583, 0.49866, -2.26410], [0.41139, 1.37741, -0.94635], [1.04732, 0.80075, 1.17920], [-0.46392, -0.59554, 0.25906], [-1.42389, -1.03354, -0.63307]], "mulliken_charge": [0.2948, -0.4746, 0.0477, 0.2872, 0.2401, 0.1889, 0.3204, 0.2358, 0.2270, 0.4283, -0.5964, -0.6259, -0.0899, 0.5341, -1.0174]}

# 2
{"formula": "C3H7N5", "method": "ωB97M-V/def2-TZVPD", "lumo_energy_ev": 0.92, "smiles": "N=C1NN1.NC#CN", "spin_multiplicity": 1, "total_charge": 0, "gap_ev": 8.8, "symbols": ["N", "N", "C", "C", "C", "N", "N", "N", "H", "H", "H", "H", "H", "H", "H"], "positions_angstrom": [[1.41922, 1.89821, -1.46419], [0.04807, 2.03125, -0.95222], [0.01160, -1.15671, 1.69543], [0.46002, 0.83414, -1.48809], [-0.69164, -0.71967, 0.78392], [0.58713, -1.97539, 2.58747], [-1.79852, -0.30641, 0.13252], [0.12045, -0.13675, -2.20319], [2.36512, 1.75080, -1.13344], [-0.81601, 2.50550, -1.18380], [-0.01871, -2.58693, 3.12336], [1.33954, -1.57295, 3.13244], [-2.14023, 0.58894, 0.46515], [-1.74687, -0.46836, -0.86879], [0.86083, -0.68568, -2.62656]], "mulliken_charge": [-0.4278, -0.3291, -0.0581, 0.5848, 0.0809, -0.5021, -0.5151, -0.5828, 0.2674, 0.2461, 0.2226, 0.2364, 0.2402, 0.3129, 0.2236]}

# 3
{"formula": "C3H7NO", "method": "ωB97M-V/def2-TZVPD", "lumo_energy_ev": [4.15, 4.08], "s_squared": 0.754, "spin_multiplicity": 2, "total_charge": -1, "gap_ev": [3.6, 6.9], "symbols": ["C", "N", "C", "C", "O", "H", "H", "H", "H", "H", "H", "H"], "positions_angstrom": [[2.19337, -0.07305, 0.74031], [0.90728, -0.65536, 0.37379], [-0.12946, 0.36008, 0.18565], [-1.43705, -0.15408, -0.31377], [-2.15714, 0.49537, -1.18728], [2.58476, 0.60149, -0.04112], [2.07108, 0.57427, 1.61140], [2.90480, -0.83944, 1.04863], [1.03868, -1.10763, -0.52608], [0.18069, 1.19257, -0.46514], [-0.30495, 0.85262, 1.17486], [-1.92349, -1.04038, 0.08400]], "lowdin_spin": [0.0196, 0.0296, 0.0959, 0.4001, 0.3458, 0.0017, 0.0049, 0.0025, 0.0270, 0.0024, 0.0317, 0.0389]}

# 4
{"formula": "C3H7NO", "method": "ωB97M-V/def2-TZVPD", "lumo_energy_ev": [0.10, 0.10], "spin_multiplicity": 1, "total_charge": 0, "gap_ev": [9.0, 9.0], "symbols": ["C", "C", "C", "N", "O", "H", "H", "H", "H", "H", "H", "H"], "positions_angstrom": [[-0.56660, 0.25120, 0.30504], [-1.89165, 0.12422, -0.23673], [1.80131, -0.01440, -0.12124], [0.62822, 0.77337, -0.15822], [0.07622, 1.17336, 1.10903], [-0.05353, -1.70851, 0.67827], [-1.96723, -0.79830, -0.60169], [-2.16644, 0.83665, -1.01116], [-2.59308, 0.30895, 0.50787], [1.90664, -0.86854, 0.53025], [2.02889, -0.51726, -1.07083], [2.79723, 0.43926, 0.06941]], "mulliken_charge": [0.4941, -1.1929, -0.8821, -0.1567, -0.3372, 0.0419, 0.3327, 0.3671, 0.3456, 0.3429, 0.3278, 0.3167]}

# 5
{"formula": "C3H7NO", "method": "ωB97M-V/def2-TZVPD", "lumo_energy_ev": [-0.86, -0.87], "spin_multiplicity": 1, "total_charge": 0, "gap_ev": [8.7, 8.6], "symbols": ["C", "O", "C", "N", "C", "H", "H", "H", "H", "H", "H", "H"], "positions_angstrom": [[0.85937, -1.64067, -0.38891], [0.60269, -0.28789, -0.69949], [-0.64165, 0.19522, -0.20852], [-1.40302, -0.49199, 0.62391], [-0.31154, 1.50757, 0.60839], [0.93581, -1.81021, 0.69242], [0.06797, -2.30116, -0.77002], [1.80740, -1.89350, -0.86918], [-1.27329, 0.54772, -1.05790], [0.37790, 2.08482, -0.01342], [-1.22360, 2.06372, 0.80803], [0.19127, 1.24280, 1.53869]], "mulliken_charge": [-0.6461, -0.3444, 0.4926, -0.4590, -1.1161, 0.2882, 0.2879, 0.2261, 0.2978, 0.3095, 0.3462, 0.3172]}

# 6
{"formula": "C3H7NO", "method": "ωB97M-V/def2-TZVPD", "lumo_energy_ev": 0.92, "smiles": "[H]/N=C(\\C)CO", "spin_multiplicity": 1, "total_charge": 0, "gap_ev": 11.2, "symbols": ["C", "C", "C", "N", "O", "H", "H", "H", "H", "H", "H", "H"], "positions_angstrom": [[0.27185, -0.21498, 0.05064], [-0.85749, -1.08936, 0.53316], [-0.16222, 1.13403, -0.45925], [1.49237, -0.53229, 0.05725], [0.85138, 1.98723, -0.91180], [-1.81509, -0.58018, 0.47701], [-0.90236, -1.99456, -0.07250], [-0.67129, -1.38828, 1.56305], [1.69066, 1.53689, -0.73138], [-0.87489, 0.96962, -1.28202], [-0.71699, 1.63178, 0.35358], [1.69406, -1.45991, 0.42226]], "mulliken_charge": [0.9541, -1.2534, -0.5817, -0.7172, -0.5394, 0.3238, 0.3284, 0.3468, 0.3563, 0.2760, 0.2661, 0.2402]}